The following is a quantum chemistry calculation of a molecular structure, C48H54BrN3O2P2S3SiTi at a distorted geometry, from the Open Molecules 2025 dataset.

Each line ends with the Löwdin charge.
Geometry (Å):
Ti: -0.1400 -0.1394 -0.1216  0.7921
C: 2.7073 0.5001 -4.1489  -0.4866
C: 3.0331 -0.3739 -2.9357  -0.4588
S: 2.5004 0.1833 -1.2940  0.8507
C: 3.4275 1.7229 -1.0587  -0.4508
C: 2.9388 3.0150 -1.7474  -0.4706
S: 1.1512 3.3206 -1.7386  0.8678
C: 0.8390 3.8181 -3.4487  -0.5002
C: 1.2688 2.8547 -4.5690  -0.4917
S: 0.9931 1.0776 -4.2824  0.8880
H: 2.9388 -0.0790 -5.0407  0.0852
H: 3.3467 1.3792 -4.1538  0.0625
H: 4.1139 -0.5029 -2.8717  0.0930
H: 2.5831 -1.3613 -3.0324  0.0555
H: 4.4452 1.5130 -1.3918  0.0964
H: 3.4571 1.8316 0.0251  0.0574
H: 3.2459 3.0143 -2.7907  0.0603
H: 3.4296 3.8540 -1.2563  0.0774
H: 1.2937 4.7919 -3.6223  0.0852
H: -0.2434 3.9573 -3.4552  0.0573
H: 2.3239 2.9800 -4.8033  0.0674
H: 0.7201 3.1123 -5.4728  0.0793
C: 0.9354 -3.5533 2.9832  -0.1002
N: 0.5281 -2.3992 2.1611  -0.4840
P: 1.3235 -0.8836 2.2273  1.0218
C: 3.0434 -1.2086 2.7032  -0.3504
C: 4.0515 -1.1506 1.7387  -0.1046
C: 5.3730 -1.4058 2.0870  -0.0596
C: 5.6928 -1.7190 3.4009  -0.0501
C: 4.6934 -1.7789 4.3667  -0.0482
C: 3.3767 -1.5225 4.0245  -0.0896
C: 0.6915 -0.1463 3.7711  -0.3591
C: 1.3696 0.9397 4.3301  -0.1011
C: 0.8697 1.5783 5.4560  -0.0564
C: -0.3085 1.1293 6.0396  -0.0540
C: -0.9805 0.0385 5.4973  -0.0544
C: -0.4882 -0.5921 4.3622  -0.0970
P: -0.2711 -2.5966 0.6845  0.9730
C: 0.7093 -3.8834 -0.1299  -0.3468
C: 2.0445 -3.5786 -0.4132  -0.1134
C: 2.8838 -4.5459 -0.9411  -0.0571
C: 2.3900 -5.8242 -1.1914  -0.0520
C: 1.0652 -6.1266 -0.9145  -0.0459
C: 0.2193 -5.1576 -0.3839  -0.0572
C: -1.8835 -3.3166 0.9798  -0.3722
C: -2.3298 -3.7140 2.2319  -0.0818
C: -3.6061 -4.2448 2.3651  -0.0508
C: -4.4319 -4.3705 1.2551  -0.0508
C: -3.9872 -3.9676 0.0016  -0.0514
C: -2.7136 -3.4381 -0.1381  -0.0908
H: 2.0070 -3.7252 2.9051  0.0856
H: 0.4226 -4.4496 2.6451  0.0834
H: 0.6832 -3.3804 4.0309  0.0894
H: 3.8038 -0.9110 0.7142  0.0343
H: 6.1514 -1.3605 1.3339  0.1122
H: 6.7221 -1.9181 3.6751  0.1172
H: 4.9455 -2.0242 5.3919  0.1180
H: 2.6073 -1.5637 4.7870  0.1135
H: 2.3071 1.2774 3.8968  0.1166
H: 1.4072 2.4169 5.8869  0.1172
H: -0.6947 1.6164 6.9277  0.1153
H: -1.8874 -0.3283 5.9674  0.1149
H: -1.0154 -1.4376 3.9374  0.0847
H: 2.4375 -2.5885 -0.2006  0.0675
H: 3.9214 -4.3111 -1.1513  0.1152
H: 3.0442 -6.5865 -1.5977  0.1172
H: 0.6858 -7.1229 -1.1068  0.1179
H: -0.8165 -5.3976 -0.1741  0.1106
H: -1.6955 -3.6120 3.1048  0.0912
H: -3.9544 -4.5637 3.3400  0.1155
H: -5.4265 -4.7848 1.3682  0.1165
H: -4.6353 -4.0664 -0.8617  0.1158
H: -2.3614 -3.1193 -1.1158  0.1021
N: -2.5387 -0.3119 1.7574  0.1931
C: -1.5670 0.3201 1.3237  -0.3605
H: -3.0507 0.1218 2.5253  0.1043
Br: 3.8795 5.4457 2.1474  0.8051
C: 2.0935 4.9262 2.4405  -0.6617
C: 1.2369 5.7422 3.1701  -0.0711
C: -0.0823 5.3556 3.3722  -0.0269
C: -0.5476 4.1596 2.8542  0.0218
C: 0.3263 3.3553 2.1249  -0.1350
C: 1.6485 3.7379 1.9119  -0.0654
C: -0.1270 2.1120 1.5374  -0.4429
O: -1.2525 1.6218 1.9457  0.0532
O: 0.5458 1.4862 0.6611  -0.2034
H: 1.6019 6.6787 3.5728  0.1182
H: -0.7503 5.9963 3.9331  0.1235
H: -1.5759 3.8495 2.9993  0.1330
H: 2.3175 3.1003 1.3488  0.0946
C: -2.5579 1.8865 -3.5439  -0.1484
Si: -2.6354 1.2735 -1.7887  0.4588
C: -4.2239 0.4524 -1.3267  -0.1463
C: -2.3805 2.7483 -0.6770  -0.1435
N: -1.3193 0.0474 -1.5387  -0.1371
C: -1.1726 -1.0175 -2.4881  -0.3661
C: -0.0198 -1.8029 -2.4218  -0.1597
C: 0.2232 -2.8448 -3.2956  -0.0593
C: -0.6945 -3.1156 -4.3006  -0.0477
C: -1.8423 -2.3402 -4.3937  -0.0364
C: -2.0890 -1.3099 -3.4939  -0.0398
H: -3.4580 1.6065 -4.1067  0.0538
H: -1.6973 1.4753 -4.0788  -0.0028
H: -2.4910 2.9785 -3.5614  0.0367
H: -5.0488 1.1712 -1.3959  0.0551
H: -4.1717 0.0854 -0.3000  0.0217
H: -4.4685 -0.3984 -1.9706  0.0359
H: -2.8386 3.6074 -1.1797  0.0583
H: -1.3310 3.0085 -0.5140  -0.0059
H: -2.8812 2.6322 0.2877  0.0442
H: 0.7469 -1.5535 -1.6878  -0.0007
H: 1.1235 -3.4408 -3.1943  0.1144
H: -0.5124 -3.9165 -5.0070  0.1176
H: -2.5623 -2.5333 -5.1812  0.1212
H: -3.0030 -0.7340 -3.5910  0.0912

Its gap between HOMO and LUMO is 0.2381 Ha. The LUMO energy is -6.40 eV. As for the multiplicity: 1. For the HOMO energy, the calculation gives -0.4731 Ha. The electronic energy is -7766.14333 Eh. The calculation puts the energy above the lowest of the compared OMol25 structures with the same formula, charge and spin at 27.7 kcal/mol. As for the total charge: +2.